No. 1
Computed, not measured: a structure of composition C38H29BrN3O10PSW, with wB97M-V/def2-TZVPD.

```
84
Properties=species:S:1:pos:R:3:forces:R:3
W -0.69803 -0.01646 0.18153 -0.3 -0.4 0.4
Br 1.30215 6.90506 1.74986 0.0 0.0 0.0
C 1.06072 5.03204 1.65957 0.0 -0.1 -0.1
C 0.90103 4.29750 2.83399 0.0 0.0 0.1
C 0.72626 2.92969 2.78619 0.0 0.0 0.1
C 0.68723 2.25469 1.56123 0.1 0.0 0.1
O 0.53857 0.95040 1.54111 -0.1 -0.3 -0.2
C 0.85861 3.00689 0.38438 0.1 0.0 -0.2
C 0.95714 2.34779 -0.89039 0.1 0.1 0.2
N 0.63482 1.11964 -1.12405 -0.3 0.1 0.0
C 1.00207 0.55587 -2.36555 0.1 0.1 0.1
C 1.97627 1.02920 -3.20470 0.0 0.0 -0.1
C 2.22865 0.37744 -4.42842 0.0 0.0 0.0
C 1.52576 -0.73787 -4.78602 0.1 0.0 -0.1
C 0.55881 -1.27687 -3.91202 0.0 0.0 0.1
C -0.18427 -2.44564 -4.18823 0.0 0.0 0.0
C -1.07784 -2.88499 -3.26025 0.0 -0.1 -0.1
C -1.21442 -2.20114 -2.04229 -0.2 -0.2 0.1
N -0.51744 -1.12780 -1.74219 0.2 0.0 0.0
C 0.33094 -0.63543 -2.68229 0.1 0.0 -0.2
C 1.05554 4.39158 0.44351 0.0 0.1 0.0
H 0.91077 4.80958 3.78726 0.0 0.0 0.0
H 0.59262 2.34936 3.69057 0.0 0.0 0.0
H 1.37687 2.94030 -1.69843 0.0 0.0 0.0
H 2.56797 1.89587 -2.94445 0.0 0.0 0.0
H 2.99075 0.77565 -5.08525 0.0 0.0 0.0
H 1.71537 -1.23544 -5.72982 0.0 0.0 0.0
H -0.03539 -2.96631 -5.12616 0.0 0.0 0.0
H -1.68459 -3.76494 -3.42401 0.0 0.0 0.0
H -1.91641 -2.53574 -1.29181 0.0 0.0 0.0
H 1.19933 4.95113 -0.47321 0.0 0.0 0.0
O -1.87069 -3.76724 1.58764 0.0 0.0 -0.1
C -1.18098 -2.80567 1.36318 0.1 0.0 0.2
O -1.60074 -1.77926 0.63549 0.3 0.2 -0.2
C 0.24692 -2.70859 1.87314 0.0 -0.1 0.0
P 1.19778 -1.64738 0.74998 0.0 0.1 0.1
C 2.74974 -1.33860 1.66520 0.0 0.0 0.0
C 3.29218 -0.08901 1.94553 0.0 -0.1 -0.1
C 4.48623 0.01204 2.65174 0.0 0.0 0.0
C 5.14527 -1.12534 3.08600 0.0 0.0 0.0
C 4.61580 -2.37819 2.80200 0.0 0.0 0.0
C 3.43315 -2.48275 2.09157 0.0 0.0 0.0
C 1.83155 -2.73939 -0.56239 0.0 -0.1 0.0
C 2.91641 -2.29783 -1.32218 0.0 0.0 0.0
C 3.41264 -3.07603 -2.35448 0.0 0.0 0.0
C 2.82747 -4.30399 -2.64264 0.0 0.0 0.0
C 1.74961 -4.74803 -1.89232 0.0 0.0 0.0
C 1.25013 -3.96903 -0.85482 0.0 0.0 0.0
H 0.65175 -3.70516 2.03328 0.0 0.0 0.0
H 0.22746 -2.18163 2.83076 -0.1 0.1 0.0
H 2.78945 0.80456 1.61976 -0.1 0.1 0.0
H 4.89503 0.99232 2.86208 0.0 0.0 0.0
H 6.07127 -1.03954 3.64052 0.0 0.0 0.0
H 5.12648 -3.27476 3.12959 0.0 0.0 0.0
H 3.04185 -3.46681 1.86007 0.0 0.0 0.0
H 3.38786 -1.34901 -1.08817 0.0 0.0 0.0
H 4.26088 -2.72821 -2.93117 0.0 0.0 0.0
H 3.21971 -4.91553 -3.44568 0.0 0.0 0.0
H 1.29401 -5.70707 -2.10681 0.0 0.0 0.0
H 0.40943 -4.33404 -0.27484 0.0 0.0 0.0
O -1.59313 -0.33108 3.01250 0.3 -0.1 -0.3
C -2.60781 0.24461 3.32963 -0.3 0.1 0.2
C -3.21551 1.40475 2.67690 -0.1 0.1 0.0
C -4.32081 1.95756 3.31997 -0.1 0.0 0.1
C -4.91925 3.08939 2.82566 0.0 0.0 0.0
C -4.44381 3.70905 1.67067 0.0 0.0 0.0
C -3.36463 3.17090 1.01874 0.0 0.1 -0.1
C -2.73420 2.01185 1.49629 0.0 0.0 0.0
O -1.69607 1.55487 0.84609 0.2 0.1 0.0
N -6.06906 3.65564 3.52767 -0.1 0.0 0.1
O -6.45634 3.09403 4.53731 0.1 0.0 -0.1
O -6.57860 4.66003 3.06617 0.1 -0.1 0.0
H -3.16564 -0.09024 4.22620 0.0 0.0 0.0
H -4.70683 1.50173 4.22271 0.0 0.0 0.0
H -4.93816 4.59352 1.29754 0.0 0.0 0.0
H -2.99330 3.60289 0.10035 0.0 0.0 0.0
C -3.59301 -0.09823 -3.24398 -0.1 0.0 0.1
S -3.04416 0.90798 -1.89109 0.5 0.1 0.1
O -2.63830 -0.06885 -0.79118 -0.2 0.1 -0.4
O -4.18035 1.68566 -1.48208 0.0 0.1 0.0
O -1.87607 1.62503 -2.38443 -0.3 -0.1 0.1
H -4.53405 -0.57762 -2.98009 0.1 0.0 0.0
H -2.83932 -0.83706 -3.50025 0.0 0.0 0.0
H -3.73907 0.59169 -4.07296 0.0 0.0 0.0
```
Positions in Å, forces in eV/Å.

Properties
* 2S+1: 1
* LUMO level (alpha / beta): -1.381 / -1.381 eV
* highest occupied orbital energy (alpha / beta): -7.069 / -7.068 eV

No. 2
Computed, not measured: a structure of composition C38H29BrN3O10PSW, with wB97M-V/def2-TZVPD.

```
84
Properties=species:S:1:pos:R:3:forces:R:3
W 0.70102 -0.00385 0.71277 -0.3 -0.3 0.3
Br -3.02413 -6.23175 -1.01109 0.0 0.0 0.0
C -2.31669 -4.61874 -0.29626 0.0 -0.1 -0.1
C -2.39507 -4.39122 1.07137 0.0 0.0 0.1
C -1.87548 -3.20926 1.57888 0.0 0.0 0.0
C -1.29186 -2.26544 0.74635 -0.1 -0.1 0.1
O -0.83558 -1.12455 1.30007 0.0 -0.1 -0.1
C -1.21995 -2.49199 -0.64670 0.1 0.2 -0.1
C -0.69187 -1.54531 -1.55430 0.0 -0.1 -0.1
N -0.14314 -0.33908 -1.21897 0.0 -0.1 0.1
C -0.03575 0.62669 -2.18078 0.0 0.0 0.0
C -0.54202 0.59125 -3.47374 0.0 0.1 -0.2
C -0.36329 1.69181 -4.33345 0.0 0.0 0.0
C 0.28862 2.82948 -3.94233 0.0 0.0 0.0
C 0.79327 2.91138 -2.62096 0.0 0.0 -0.1
C 1.42442 4.04795 -2.08367 0.0 0.0 0.0
C 1.83194 4.04989 -0.77666 0.0 -0.1 0.0
C 1.62215 2.91441 0.01310 0.0 0.1 -0.1
N 1.02942 1.83538 -0.47114 0.0 -0.2 0.0
C 0.62115 1.81205 -1.76351 0.0 0.0 0.0
C -1.74277 -3.70245 -1.14468 0.0 -0.1 0.0
H -2.85030 -5.12225 1.72390 0.0 0.0 0.0
H -1.91901 -2.99853 2.64037 0.0 0.0 0.0
H -0.70883 -1.80567 -2.60523 0.0 0.0 0.0
H -1.07841 -0.26814 -3.84769 0.0 0.0 0.1
H -0.76214 1.62490 -5.33783 0.0 0.0 0.0
H 0.41665 3.66540 -4.61684 0.0 0.0 0.0
H 1.56976 4.91862 -2.71166 0.0 0.0 0.0
H 2.30734 4.91371 -0.33412 0.0 0.0 0.0
H 1.92870 2.87061 1.04758 0.0 0.0 0.0
H -1.69448 -3.90077 -2.20779 0.0 0.0 0.0
O 0.10143 2.55932 3.93463 0.0 0.0 0.0
C -0.15205 1.84224 3.00094 -0.1 0.0 0.2
O 0.76016 1.40151 2.15712 0.2 0.4 0.0
C -1.57128 1.40081 2.65783 0.1 0.0 -0.1
P -1.59187 1.32415 0.84379 0.0 -0.3 0.0
C -3.07894 0.42871 0.33224 0.0 0.1 0.0
C -3.29907 0.11922 -1.00808 0.0 0.0 0.0
C -4.40377 -0.63039 -1.38014 0.0 0.0 0.0
C -5.29523 -1.08588 -0.42044 0.0 0.0 0.0
C -5.08627 -0.77553 0.91595 0.0 0.0 0.0
C -3.98660 -0.02020 1.28962 0.0 0.0 0.0
C -1.75643 3.04691 0.29720 0.0 0.1 0.1
C -2.09136 3.32861 -1.02746 0.0 0.0 0.0
C -2.15149 4.63970 -1.47224 0.0 0.0 0.0
C -1.86659 5.68369 -0.60537 0.0 0.0 0.0
C -1.52642 5.41414 0.71219 0.0 0.0 0.0
C -1.46998 4.10479 1.16603 0.0 -0.1 -0.1
H -2.30448 2.05791 3.11776 0.0 0.0 0.0
H -1.69352 0.38043 3.02447 0.0 0.0 0.0
H -2.60098 0.43146 -1.77213 0.0 0.0 0.0
H -4.55411 -0.87442 -2.42389 0.0 0.0 0.0
H -6.14761 -1.68490 -0.71238 0.0 0.0 0.0
H -5.77714 -1.12791 1.67031 0.0 0.0 0.0
H -3.83468 0.20762 2.33616 0.0 0.0 0.0
H -2.30434 2.52608 -1.72127 0.0 0.0 0.0
H -2.41627 4.84457 -2.50159 0.0 0.0 0.0
H -1.91412 6.70627 -0.95699 0.0 0.0 0.0
H -1.30676 6.22397 1.39556 0.0 0.0 0.0
H -1.20442 3.92766 2.19963 0.0 0.0 0.0
O 1.30686 -0.91673 2.63471 0.1 -0.1 0.1
C 2.01541 -1.89375 2.90999 -0.1 0.1 -0.1
C 2.57284 -2.81203 1.97909 0.0 0.0 0.0
C 3.43893 -3.81644 2.43399 -0.1 0.1 0.0
C 3.94215 -4.70912 1.53315 0.0 0.0 0.0
C 3.60017 -4.65319 0.17216 0.0 0.0 0.0
C 2.74995 -3.68738 -0.28213 0.0 0.0 0.1
C 2.22472 -2.72567 0.61140 0.0 -0.1 0.1
O 1.41805 -1.82671 0.15064 0.1 0.4 -0.2
N 4.85162 -5.75588 1.99767 0.0 0.0 0.0
O 5.13140 -5.78052 3.18146 0.0 0.0 0.0
O 5.27220 -6.54470 1.17406 0.0 0.0 0.0
H 2.21457 -2.06287 3.97394 0.0 0.0 0.0
H 3.70920 -3.88758 3.47884 0.0 0.0 0.0
H 4.02534 -5.38253 -0.50189 0.0 0.0 0.0
H 2.48446 -3.61004 -1.32682 0.0 0.0 0.0
C 4.85960 1.52099 -0.05012 0.0 0.0 0.0
S 3.83721 0.08928 -0.20431 -0.2 0.0 -0.1
O 2.74213 0.36722 0.84014 0.0 0.0 0.0
O 4.62280 -1.03935 0.20669 0.0 -0.1 0.0
O 3.25932 0.07529 -1.52459 0.1 0.1 0.0
H 5.19091 1.60792 0.98118 0.0 0.0 0.0
H 4.30067 2.39869 -0.36413 0.0 0.0 0.0
H 5.71002 1.36004 -0.70960 0.0 0.0 0.0
```
Positions in Å, forces in eV/Å.

Properties
* 2S+1: 3
* LUMO level (alpha / beta): -0.724 / -1.072 eV
* expectation value of S²: 2.057
* highest occupied orbital energy (alpha / beta): -6.053 / -8.033 eV

Short version: energy relative to the best compared isomer or geometry (same formula, charge and spin) = 0.0; 7.9 kJ/mol, in the order given.
Short version: max |F| = 0.68; 0.50 eV/Å, in the order given.